No. 1
Formula: C6H13CrO4
Source: OMol25
Level of theory: ωB97M-V with the def2-TZVPD basis set

Structure (XYZ):
```
24
Properties=species:S:1:pos:R:3:forces:R:3:lowdin_spin:R:1
C -0.136543 -3.325040 -0.125224 1.0 -0.2 0.4 0.0256
O -0.664833 -2.026280 0.086513 -0.7 0.6 -1.3 0.1962
C -0.772344 -1.529401 1.380149 0.9 -2.0 -2.4 0.6511
H -0.237511 -3.880697 0.819430 -1.5 -0.8 -0.9 0.0091
H -0.432029 -3.546632 -1.158470 -0.9 -1.0 0.8 0.0023
H 0.938508 -3.548236 -0.202308 0.8 1.7 -0.1 0.0023
H -1.650712 -0.884298 1.406775 0.7 -0.2 0.9 0.0288
H 0.270354 -1.739208 1.620939 -0.4 1.3 2.5 0.0297
H -0.406618 0.369093 1.593573 2.2 4.1 -1.5 -0.0004
O 2.159798 0.082414 0.659291 0.3 -0.2 0.3 0.0758
C 1.789151 1.191636 1.411332 -0.2 0.1 0.6 0.0099
C 0.322181 1.529279 1.144431 -1.3 -2.9 1.6 0.0677
O 0.263853 1.610083 -0.260776 0.2 0.0 -0.5 0.0226
C -0.976186 1.784074 -0.939164 -0.7 -0.1 0.0 0.0052
C -0.757554 1.263150 -2.360050 -0.1 0.3 -0.3 0.0071
O -0.131585 0.023100 -2.360170 -0.1 0.0 -0.2 0.0668
Cr 1.125324 -0.160066 -0.932182 -0.3 0.3 0.0 3.7918
H 2.413557 2.082458 1.178148 -0.2 -0.3 0.0 0.0040
H 1.875967 1.007524 2.501610 0.1 0.0 -0.3 -0.0003
H -0.062354 2.434657 1.632802 0.0 -0.2 -0.1 0.0038
H -1.278676 2.841769 -0.914038 0.1 -0.2 0.0 0.0003
H -1.731290 1.172635 -0.418108 0.1 0.1 -0.1 0.0002
H -0.168545 2.020645 -2.918365 -0.1 -0.1 0.1 0.0017
H -1.751923 1.227340 -2.846129 0.2 0.0 0.1 -0.0013
```
Forces are in eV/Å.

Computed properties:
LUMO (alpha / beta) ... 0.01 / -0.14 eV
Highest occupied orbital energy (alpha / beta) ... -7.53 / -8.94 eV
Multiplicity ... 6
<S²> ... 8.7655

No. 2
Formula: C12H32IOP2SiV
Source: OMol25
Level of theory: ωB97M-V with the def2-TZVPD basis set

Structure (XYZ):
```
50
Properties=species:S:1:pos:R:3:forces:R:3:lowdin_spin:R:1
C 0.411796 0.061998 -2.382466 -1.8 -0.3 -0.3 -0.0381
I -3.033493 -0.818370 -2.125278 -0.2 -0.2 -1.0 0.8060
H 1.384888 0.053326 -1.928266 0.6 -0.3 -0.1 0.0012
H 0.273764 0.949027 -3.031271 0.0 -0.8 0.3 -0.0033
H 0.101035 -0.863659 -2.920992 0.7 0.7 0.2 0.0052
V -0.833124 -0.102770 -0.692395 2.6 0.2 -0.1 1.1725
P 0.127972 2.211754 -0.598707 0.1 0.8 -0.5 -0.0201
C -1.317145 3.224713 -1.025477 -0.2 -0.1 -0.1 -0.0040
C 0.767689 3.108645 0.838732 0.1 -0.4 0.5 -0.0021
H 1.097944 4.091937 0.506950 0.0 0.0 0.0 -0.0006
H 1.681047 3.767984 -1.586221 0.0 -0.1 -0.1 -0.0007
H 1.611530 2.574382 1.268846 0.2 0.0 0.0 -0.0001
H 2.239971 2.082824 -1.804804 0.0 0.2 0.0 0.0001
H -2.148679 3.004365 -0.350665 0.1 0.3 -0.1 -0.0002
H 0.032822 3.236076 1.625552 -0.2 0.0 0.1 0.0001
C 1.375153 2.749923 -1.832756 -0.1 -0.3 -0.1 -0.0010
H -1.028135 4.274082 -0.927106 -0.2 0.0 -0.1 -0.0013
H 0.965993 2.728273 -2.846468 0.1 0.2 0.2 0.0002
H -1.634439 3.017182 -2.051433 0.0 0.1 0.1 0.0000
P 0.165875 -2.216805 -0.191475 1.0 -2.0 0.7 -0.0044
C -1.259062 -3.364878 -0.152358 -0.3 0.2 -0.1 -0.0022
C 1.242562 -2.930873 -1.491307 0.1 0.5 -0.1 -0.0060
H 2.142547 -2.317003 1.228640 -0.2 -0.1 -0.1 0.0001
H 1.195433 -3.827049 1.280324 0.0 0.3 -0.1 0.0002
H 0.683936 -2.418757 2.235350 0.0 -0.1 -0.4 0.0002
C 1.128033 -2.729687 1.282223 0.0 0.4 0.3 0.0067
H 2.183416 -2.368811 -1.492698 -0.1 0.0 -0.1 0.0000
H 1.499181 -3.973254 -1.262166 -0.3 0.2 0.0 -0.0011
H -0.885978 -4.369798 0.090297 -0.2 0.3 -0.1 -0.0011
H -1.743128 -3.360892 -1.136484 0.1 -0.3 0.3 0.0027
H 0.782948 -2.828620 -2.477850 0.1 -0.3 0.1 -0.0001
H -2.000726 -3.052770 0.595889 0.2 -0.1 -0.1 0.0008
C -2.487173 0.542562 0.060235 -4.9 2.7 4.4 0.0761
O -3.432604 0.926755 0.623384 3.4 -1.4 -2.5 0.0810
C -3.130887 -0.126185 3.272679 -0.2 0.0 -0.3 0.0011
Si -1.265848 -0.276641 3.275684 -0.6 0.1 0.7 -0.0097
C -0.762746 0.988881 4.592567 0.5 -0.2 -0.4 -0.0058
C -0.932077 -1.968685 3.995655 0.1 -0.2 0.0 -0.0007
C -0.349089 0.144566 1.587489 -0.2 0.4 0.2 -0.0561
H -3.454354 -0.294732 4.311259 0.1 0.0 -0.3 0.0000
H -3.627359 -0.876321 2.647414 -0.1 0.1 0.1 0.0000
H -3.484772 0.868316 2.980571 0.0 -0.2 0.2 -0.0001
H -1.469538 0.910050 5.434143 0.2 0.0 -0.3 -0.0010
H 0.244951 0.786199 4.982446 -0.2 0.2 -0.1 0.0000
H -0.793468 2.019808 4.221470 0.0 -0.1 0.1 0.0001
H -1.208495 -2.794179 3.331086 0.0 0.0 0.1 0.0000
H 0.107442 -2.097254 4.316440 -0.1 -0.1 0.0 0.0000
H -1.554702 -2.059692 4.901430 0.2 0.1 -0.3 -0.0002
H -0.334173 1.240120 1.716970 -0.1 -0.5 -0.1 -0.0002
H 0.693865 -0.168566 1.821220 -0.4 0.1 -0.6 0.0057
```
Forces are in eV/Å.

Computed properties:
LUMO (alpha / beta) ... -9.05 / -11.26 eV
Highest occupied orbital energy (alpha / beta) ... -15.58 / -15.52 eV
Net charge ... +2
Multiplicity ... 3
<S²> ... 2.0664

No. 3
Formula: C23H31F3N3O3PPd
Source: OMol25
Level of theory: ωB97M-V with the def2-TZVPD basis set

Structure (XYZ):
```
65
Properties=species:S:1:pos:R:3:forces:R:3:lowdin_spin:R:1
Pd 0.366109 1.030022 1.605783 0.2 0.1 -1.0 1.4408
C -1.465554 2.641664 1.494765 0.0 -0.4 0.1 0.4322
C -1.114304 2.437350 2.859466 -0.5 0.3 -0.8 0.0655
C -0.200759 3.331470 3.468864 0.3 0.6 -0.5 0.1301
C 0.130533 3.162471 4.782777 1.0 0.7 1.1 -0.0148
C -0.492436 2.133831 5.481834 -0.6 -1.0 1.0 0.1428
C -1.427606 1.239646 4.914553 0.5 0.3 0.0 -0.0185
C -1.717823 1.378579 3.599821 -0.5 -0.2 -0.6 0.1145
C -0.237913 1.858680 6.864755 0.4 0.6 -0.8 0.0144
N 0.009964 1.587372 7.945337 0.1 -0.2 1.0 0.0751
H -1.129395 3.517072 0.947675 0.0 -0.1 0.1 0.0264
H -2.240521 2.010260 1.071515 0.0 0.2 -0.1 0.0295
H 0.192857 4.140205 2.830297 -0.1 -0.4 0.6 0.0031
H 0.874267 3.794697 5.345975 -1.0 -0.6 -0.9 -0.0025
H -1.871560 0.455505 5.508549 0.0 0.1 0.1 -0.0032
H -2.438554 0.708249 3.113729 0.3 0.4 0.1 0.0030
O 3.922890 0.363965 0.578590 0.8 0.0 -0.3 0.0355
N 2.809507 0.666597 0.743674 -1.0 0.4 1.0 -0.0025
O 1.854853 0.447409 -0.079695 -0.1 0.0 0.8 0.1663
O 2.411717 1.245885 1.875338 0.4 -0.4 -0.8 0.2199
C 0.724843 1.949825 -4.640202 0.4 0.2 0.2 0.0278
C 1.167778 1.552174 -3.216298 -0.4 0.6 0.2 0.0615
C 1.084175 2.776612 -2.236453 -0.2 -1.0 -0.3 0.0171
P 0.314334 0.081602 -2.578525 0.7 -0.6 -0.2 0.5769
C -1.463748 -0.001437 -2.886536 -0.4 0.7 0.4 0.0783
C -2.113089 1.323414 -2.331666 0.0 -1.1 -0.3 0.0117
C -1.859606 -0.314778 -4.340800 -0.1 0.0 -0.3 0.0367
C 1.320120 -1.449401 -2.877523 0.1 0.1 0.2 0.0670
C 1.913734 -1.468072 -4.316714 -1.0 0.8 0.7 0.0309
C 0.526584 -2.730790 -2.531430 0.7 0.2 -0.1 0.0019
H 1.343990 2.808719 -4.958570 -0.2 -0.4 0.1 0.0062
H -0.302430 2.286827 -4.618383 -0.3 0.0 -0.2 0.0006
H 0.847713 1.138791 -5.360602 -0.1 0.1 0.0 0.0001
H 2.204602 1.226744 -3.263734 0.2 0.0 0.2 0.0001
H 0.058254 3.199988 -2.173922 0.8 -0.2 -0.1 0.0001
H 1.784139 3.478792 -2.676877 -0.1 0.5 0.3 0.0006
H 1.431096 2.462795 -1.237108 -0.2 0.4 -0.4 0.0026
H -1.874418 -0.786537 -2.240061 0.4 -0.2 -0.1 0.0048
H -1.973800 2.126968 -3.028809 0.0 0.5 -0.4 0.0000
H -1.702644 1.645076 -1.357369 -0.4 -0.3 -0.3 0.0066
H -3.181774 1.079644 -2.295747 0.2 0.5 0.3 -0.0001
H -1.816579 0.559285 -5.009829 0.0 -0.3 0.4 0.0007
H -2.873662 -0.717067 -4.350297 -0.1 0.2 0.0 0.0061
H -1.260291 -1.106173 -4.789148 0.2 0.0 0.1 0.0016
H 2.167243 -1.358716 -2.169419 -0.4 0.1 -0.2 0.0068
H 1.122772 -1.625915 -5.035246 -0.2 -0.2 -0.3 0.0001
H 2.619284 -2.261645 -4.386011 0.6 -0.6 -0.1 0.0051
H 2.386720 -0.525457 -4.577872 0.3 0.0 0.1 0.0010
H -0.288356 -2.863603 -3.242148 0.0 -0.2 0.1 -0.0001
H 0.154628 -2.743880 -1.502390 -0.1 0.2 -0.1 0.0013
H 1.228275 -3.578585 -2.598490 -0.4 0.2 -0.2 -0.0003
F -1.580172 -5.214620 3.910889 0.6 0.1 -0.5 -0.0002
C -0.398164 -5.028743 3.283742 -0.5 0.2 0.0 -0.0002
F -0.376318 -5.750324 2.156578 -0.1 -0.5 0.2 -0.0004
F 0.571274 -5.412511 4.090632 0.2 -0.4 0.2 0.0001
C -0.195635 -3.594575 2.868368 -0.3 0.0 0.2 -0.0048
C 0.952656 -2.927663 3.184086 1.3 -0.1 0.3 0.0067
C 1.096105 -1.614514 2.759388 0.0 -0.8 0.5 0.0101
N 0.128824 -0.996744 2.106611 0.0 0.8 -0.4 0.1429
C -0.972187 -1.650661 1.743481 -0.6 -0.3 0.0 0.0186
C -1.157276 -2.958097 2.110775 -0.4 -0.3 -0.3 0.0075
H 1.782277 -3.438889 3.700018 -0.6 0.5 -0.2 0.0009
H 1.990549 -1.081873 2.990243 0.4 0.5 0.1 0.0017
H -1.751875 -1.130171 1.186657 0.3 0.1 0.1 0.0047
H -2.016217 -3.516744 1.783108 -0.4 0.1 0.0 0.0009
```
Forces are in eV/Å.

Computed properties:
LUMO (alpha / beta) ... -6.04 / -9.03 eV
Highest occupied orbital energy (alpha / beta) ... -13.91 / -15.79 eV
Net charge ... +2
Multiplicity ... 5
<S²> ... 6.0495

Energy relative to the best compared isomer or geometry (same formula, charge and spin) readings, ordered: 218.2, 223.7, 0.0 kJ/mol